one:
Formula: C4H6F2
Source: the Open Molecules 2025 dataset
Level of theory: ωB97M-V/def2-TZVPD

Calculated values
lowest unoccupied orbital energy: 1.0 eV
SMILES string: C/C(F)=C\CF
frontier orbital gap: 10.73 eV
HOMO level: -9.780 eV

Cartesian coordinates (Å):
C: -1.47842 1.29749 -0.09527
C: -0.91235 -0.08143 -0.00294
F: -1.92863 -1.06638 -0.07440
C: 0.30289 -0.58570 0.18964
C: 1.52043 0.28827 0.43186
F: 2.48712 -0.08718 -0.46313
H: -1.47195 1.95177 0.85834
H: -1.04354 1.89916 -0.83169
H: -2.50655 1.28895 -0.47972
H: 0.42520 -1.64718 0.30932
H: 1.73689 0.04012 1.42528
H: 1.23828 1.33750 0.41654

Atomic partial charges in e from the natural (NBO) method, atoms 1 to 6: atom 1 (C): -0.71, atom 2 (C): 0.42, atom 3 (F): -0.37, atom 4 (C): -0.30, atom 5 (C): 0.03, atom 6 (F): -0.35

***

two:
Formula: C4H6F2
Source: the Open Molecules 2025 dataset
Level of theory: ωB97M-V/def2-TZVPD

Calculated values
lowest unoccupied orbital energy: 1.1 eV
SMILES string: C=CCC(F)F
frontier orbital gap: 11.12 eV
HOMO level: -10.017 eV

Cartesian coordinates (Å):
C: -0.29985 0.26076 1.91277
C: -0.84667 -0.10276 0.74947
C: -0.29366 0.41558 -0.63079
C: 0.74026 -0.44010 -1.42092
F: 1.33507 -1.33670 -0.56516
F: 1.67724 0.37989 -1.90728
H: -0.77017 -0.05004 2.86595
H: 0.59160 0.86784 2.10524
H: -1.75335 -0.73935 0.87855
H: -1.12273 0.40860 -1.33080
H: 0.32906 1.39896 -0.38298
H: 0.41319 -1.06267 -2.27404

Atomic partial charges in e from the natural (NBO) method, atoms 1 to 6: atom 1 (C): -0.38, atom 2 (C): -0.19, atom 3 (C): -0.51, atom 4 (C): 0.57, atom 5 (F): -0.36, atom 6 (F): -0.34

***

Most stable structure, least stable structure: one, two.

***

one:
Formula: CH2NOP
Source: the Open Molecules 2025 dataset
Level of theory: ωB97M-V/def2-TZVPD

Calculated values
lowest unoccupied orbital energy: -0.3 eV
frontier orbital gap: 8.73 eV
HOMO level: -9.068 eV

Cartesian coordinates (Å):
C: -0.59260 -1.76280 -0.03127
N: 0.80755 1.47906 -0.67263
O: -1.56413 -2.32454 -0.00708
P: -0.23738 0.49633 -0.09760
H: 1.69821 1.89611 -0.49964
H: -0.11166 0.21584 1.30822

Partial charges, natural (NBO), in e: atom 1 (C): 0.47, atom 2 (N): -1.16, atom 3 (O): -0.46, atom 4 (P): 0.89, atom 5 (H): 0.40, atom 6 (H): -0.14

***

two:
Formula: CH2NOP
Source: the Open Molecules 2025 dataset
Level of theory: ωB97M-V/def2-TZVPD

Calculated values
lowest unoccupied orbital energy: 0.5 eV
frontier orbital gap: 10.73 eV
HOMO level: -10.255 eV

Cartesian coordinates (Å):
C: 2.06049 0.53799 0.01392
N: 1.24664 -0.31251 -0.26934
O: -0.93532 0.65565 0.17700
P: -0.26863 -0.86982 0.20787
H: -1.37008 0.97090 0.92558
H: -0.73310 -0.98221 -1.05503

Partial charges, natural (NBO), in e: atom 1 (C): 0.38, atom 2 (N): -0.90, atom 3 (O): -0.98, atom 4 (P): 1.09, atom 5 (H): 0.49, atom 6 (H): -0.09

***

Most stable structure, least stable structure: two, one.

***

one:
Formula: C43H48N2OP2SSi2Ti
Source: the Open Molecules 2025 dataset
Level of theory: ωB97M-V/def2-TZVPD

Calculated values
lowest unoccupied orbital energy (spin up / spin down): -2.5 / -2.5 eV
spin multiplicity: 2
frontier orbital gap (spin up / spin down): 7.66 / 7.77 eV
total charge: +1
HOMO level (spin up / spin down): -10.210 / -10.243 eV

Cartesian coordinates (Å):
Ti: 0.11992 0.28990 -0.01230
C: 1.64445 2.58934 2.90200
Si: 0.90120 0.92602 2.24637
C: -0.62853 0.52842 3.38129
C: -0.68294 0.98627 4.69470
C: -1.74911 0.70411 5.53105
C: -2.80907 -0.05793 5.06633
C: -2.79545 -0.51229 3.76165
C: -1.72529 -0.21161 2.91720
P: -1.82461 -0.81728 1.19373
C: -2.56517 -2.47006 1.47460
C: -1.74834 -3.45963 2.01634
C: -2.26801 -4.70960 2.29488
C: -3.60441 -4.97721 2.04237
C: -4.42200 -3.99504 1.51021
C: -3.90587 -2.74461 1.22250
C: -3.26782 0.05651 0.48124
C: -3.50702 -0.18591 -0.87340
C: -4.56319 0.43282 -1.51577
C: -5.36695 1.32195 -0.81752
C: -5.13062 1.56818 0.52413
C: -4.08522 0.93889 1.17626
C: 2.21208 -0.42078 2.76064
C: 2.90344 -0.31200 3.96190
C: 3.95001 -1.15758 4.28340
C: 4.36632 -2.11241 3.37138
C: 3.70071 -2.24300 2.16590
C: 2.60353 -1.43219 1.87048
P: 1.66998 -1.63345 0.31662
C: 1.17457 -3.39520 0.15243
C: 0.03574 -3.60812 -0.62470
C: -0.39514 -4.88991 -0.90784
C: 0.30717 -5.97668 -0.41268
C: 1.41741 -5.77370 0.38791
C: 1.84785 -4.49148 0.67761
C: 2.91950 -1.51742 -1.00124
C: 2.44900 -1.71036 -2.29949
C: 3.30210 -1.56184 -3.37371
C: 4.62692 -1.21013 -3.15771
C: 5.09123 -0.99808 -1.87109
C: 4.23991 -1.14329 -0.78952
H: 1.83550 2.57460 3.97005
H: 0.97471 3.41917 2.69958
H: 2.58905 2.79529 2.40784
H: 0.13626 1.57873 5.07142
H: -1.74929 1.07447 6.54625
H: -3.64131 -0.29096 5.71390
H: -3.62467 -1.10177 3.39094
H: -0.70798 -3.23329 2.21981
H: -1.63166 -5.47305 2.71508
H: -4.01029 -5.94943 2.27107
H: -5.46756 -4.19473 1.32760
H: -4.55550 -1.98465 0.81286
H: -2.85306 -0.86705 -1.42110
H: -4.76557 0.21707 -2.55473
H: -6.17611 1.82703 -1.32142
H: -5.77179 2.24644 1.06706
H: -3.89200 1.15361 2.21749
H: 2.61320 0.45759 4.65899
H: 4.45844 -1.05197 5.22909
H: 5.20670 -2.75281 3.59561
H: 4.06497 -2.95427 1.43749
H: -0.52329 -2.74376 -0.99195
H: -1.27265 -5.04454 -1.51749
H: -0.01213 -6.97957 -0.64806
H: 1.96503 -6.61734 0.77879
H: 2.69753 -4.36026 1.32429
H: 1.40383 -1.96325 -2.45743
H: 2.93738 -1.70333 -4.38096
H: 5.29309 -1.08808 -3.99716
H: 6.11734 -0.70215 -1.70963
H: 4.59828 -0.93900 0.20955
C: 0.52052 2.32794 -3.39434
Si: 1.78825 2.22320 -1.95034
C: 1.62436 3.82680 -0.90386
C: 3.56205 2.04158 -2.61185
O: 1.33356 0.94942 -1.07624
H: 0.78880 3.11657 -4.08882
H: -0.47506 2.54842 -3.00644
H: 0.46357 1.39549 -3.95473
H: 1.58975 4.70646 -1.54031
H: 2.45811 3.94789 -0.21792
H: 0.71416 3.81380 -0.30570
H: 3.91114 3.00006 -2.97651
H: 3.61998 1.33969 -3.43619
H: 4.24900 1.69594 -1.84646
C: -2.98602 6.01697 0.25207
N: -2.59624 4.63452 0.44397
C: -2.42081 3.65823 -0.45460
S: -1.41304 2.39600 0.07150
N: -2.98715 3.64216 -1.66626
C: -4.02469 4.51749 -2.17810
H: -2.49547 6.61105 1.01762
H: -4.06245 6.15193 0.36346
H: -2.67037 6.38156 -0.72240
H: -2.12058 4.42104 1.31175
H: -2.72322 2.85990 -2.24898
H: -3.62820 5.48384 -2.49575
H: -4.79299 4.67913 -1.42328
H: -4.48258 4.04252 -3.04190

Atomic partial charges in e from the Mulliken method, atoms 1 to 6: atom 1 (Ti): -0.08, atom 2 (C): -1.35, atom 3 (Si): 2.72, atom 4 (C): -0.52, atom 5 (C): -0.58, atom 6 (C): -0.98

***

two:
Formula: C43H48N2OP2SSi2Ti
Source: the Open Molecules 2025 dataset
Level of theory: ωB97M-V/def2-TZVPD

Calculated values
lowest unoccupied orbital energy (spin up / spin down): -2.1 / -2.2 eV
spin multiplicity: 2
frontier orbital gap (spin up / spin down): 7.88 / 7.76 eV
total charge: +1
HOMO level (spin up / spin down): -9.964 / -9.918 eV

Cartesian coordinates (Å):
Ti: -0.54009 -0.14110 0.88914
C: 2.54106 1.25639 3.07938
Si: 1.39204 1.25418 1.59198
C: 2.51673 0.58124 0.17398
C: 3.43016 1.41916 -0.48189
C: 4.43125 0.90687 -1.29239
C: 4.56841 -0.47100 -1.44301
C: 3.66149 -1.32145 -0.83511
C: 2.60769 -0.80674 -0.07234
P: 1.37105 -1.90699 0.71376
C: 0.61576 -2.98241 -0.57512
C: 1.17889 -3.31762 -1.80077
C: 0.51099 -4.17378 -2.66828
C: -0.71639 -4.71870 -2.30984
C: -1.28698 -4.38587 -1.09031
C: -0.62617 -3.51827 -0.23268
C: 2.36982 -3.16256 1.59833
C: 2.98243 -2.75701 2.78774
C: 3.77682 -3.63167 3.50972
C: 3.96973 -4.92733 3.04997
C: 3.35961 -5.34103 1.87532
C: 2.55512 -4.46769 1.15067
C: 1.03466 3.08799 1.25978
C: 1.91800 4.09450 1.68034
C: 1.63112 5.43657 1.49194
C: 0.45103 5.81010 0.85822
C: -0.43168 4.83729 0.42485
C: -0.15771 3.48463 0.63984
P: -1.27982 2.19126 -0.01370
C: -1.28471 2.65935 -1.78929
C: -0.08496 3.04039 -2.38731
C: -0.02622 3.28866 -3.75311
C: -1.16384 3.14989 -4.53717
C: -2.35729 2.74204 -3.95253
C: -2.41546 2.49100 -2.58742
C: -2.97587 2.60807 0.53869
C: -3.67147 3.72429 0.07135
C: -4.96902 3.97196 0.48850
C: -5.59548 3.10788 1.37789
C: -4.92053 1.99298 1.84601
C: -3.62038 1.74346 1.42496
H: 3.53112 1.62939 2.80146
H: 2.66777 0.25021 3.49071
H: 2.14211 1.89371 3.87486
H: 3.36864 2.49259 -0.32477
H: 5.13443 1.57811 -1.77326
H: 5.39208 -0.87717 -2.01760
H: 3.79039 -2.39436 -0.93157
H: 2.13285 -2.90362 -2.09434
H: 0.95776 -4.43046 -3.62209
H: -1.21846 -5.41169 -2.97504
H: -2.24879 -4.79760 -0.80849
H: -1.07600 -3.25118 0.71408
H: 2.84062 -1.74226 3.14123
H: 4.24349 -3.30557 4.43212
H: 4.58982 -5.61590 3.61176
H: 3.50552 -6.35282 1.51674
H: 2.08019 -4.81597 0.24684
H: 2.85228 3.81744 2.16133
H: 2.32684 6.19322 1.83500
H: 0.22846 6.85716 0.69360
H: -1.33457 5.13635 -0.09195
H: 0.80745 3.14980 -1.78276
H: 0.90650 3.60980 -4.20208
H: -1.12549 3.37603 -5.59626
H: -3.25015 2.63269 -4.55886
H: -3.34502 2.15938 -2.14145
H: -3.20764 4.39966 -0.63626
H: -5.49816 4.83855 0.11112
H: -6.61102 3.30286 1.69877
H: -5.40851 1.31051 2.53106
H: -3.11132 0.86823 1.79110
C: -3.21613 -1.42096 4.32364
Si: -1.49367 -0.86245 3.93605
C: -0.17537 -2.00022 4.56553
C: -1.18656 0.86358 4.54680
O: -1.37194 -0.82701 2.26214
H: -3.35400 -1.62401 5.39096
H: -3.45641 -2.33369 3.76946
H: -3.93510 -0.64727 4.03343
H: -0.21178 -2.10112 5.65567
H: 0.80445 -1.59505 4.29347
H: -0.26144 -3.00118 4.12795
H: -1.27914 0.93814 5.63588
H: -1.89267 1.57159 4.09882
H: -0.17489 1.17659 4.27115
C: 0.76658 -0.96378 -5.23844
N: 0.38684 -0.80956 -3.83570
C: -0.78732 -1.00571 -3.23058
S: -0.95952 -0.43611 -1.63868
N: -1.84560 -1.57053 -3.81767
C: -2.01151 -2.10105 -5.16956
H: 1.61738 -0.31331 -5.42194
H: -0.03378 -0.65033 -5.90042
H: 1.05511 -1.98714 -5.47660
H: 1.07421 -0.40682 -3.21948
H: -2.65730 -1.57491 -3.22447
H: -1.14449 -2.67695 -5.47733
H: -2.20337 -1.31536 -5.89970
H: -2.86557 -2.77142 -5.15548

Atomic partial charges in e from the Mulliken method, atoms 1 to 6: atom 1 (Ti): -0.47, atom 2 (C): -1.44, atom 3 (Si): 2.13, atom 4 (C): 0.83, atom 5 (C): -0.74, atom 6 (C): -0.91

***

Most stable structure, least stable structure: two, one.

***

one:
Formula: CH2ClNOS
Source: the Open Molecules 2025 dataset
Level of theory: ωB97M-V/def2-TZVPD

Calculated values
lowest unoccupied orbital energy (spin up / spin down): -0.3 / -0.4 eV
frontier orbital gap (spin up / spin down): 7.93 / 7.89 eV
HOMO level (spin up / spin down): -8.278 / -8.269 eV

Cartesian coordinates (Å):
C: -0.06696 -1.35566 0.62142
N: 0.81239 0.60640 -0.76882
O: 0.49559 -2.39634 0.73040
S: -0.39100 1.62308 -0.59261
Cl: -1.51508 -0.62644 1.06244
H: 0.85883 -0.04609 -1.56875
H: -0.19378 2.19505 0.51592

Atomic partial charges in e from the natural (NBO) method, atoms 1 to 6: atom 1 (C): 0.46, atom 2 (N): -0.90, atom 3 (O): -0.48, atom 4 (S): 0.40, atom 5 (Cl): 0.04, atom 6 (H): 0.39

***

two:
Formula: CH2ClNOS
Source: the Open Molecules 2025 dataset
Level of theory: ωB97M-V/def2-TZVPD

Calculated values
lowest unoccupied orbital energy: 0.0 eV
SMILES string: O=CNSCl
frontier orbital gap: 9.63 eV
HOMO level: -9.656 eV

Cartesian coordinates (Å):
O: -0.34052 -1.65006 -0.42430
C: -0.81681 -0.60035 -0.07704
N: -0.21957 0.51747 0.08070
S: 1.48529 0.73157 -0.71607
Cl: 2.63938 0.40221 0.85683
H: -1.90314 -0.68961 0.29530
H: -0.84464 1.28877 -0.01542

Atomic partial charges in e from the natural (NBO) method, atoms 1 to 6: atom 1 (O): -0.59, atom 2 (C): 0.49, atom 3 (N): -0.71, atom 4 (S): 0.40, atom 5 (Cl): -0.12, atom 6 (H): 0.12

***

Most stable structure, least stable structure: two, one.

***

one:
Formula: CH3NO4S
Source: the Open Molecules 2025 dataset
Level of theory: ωB97M-V/def2-TZVPD

Calculated values
lowest unoccupied orbital energy: -0.1 eV
frontier orbital gap: 10.53 eV
HOMO level: -10.617 eV

Cartesian coordinates (Å):
C: -1.02371 -0.65504 1.21472
N: 0.30240 0.24293 -0.54930
O: -1.99437 -0.97146 1.82540
O: -3.73876 0.09178 0.20297
O: -3.79518 -2.25520 -0.46936
O: -0.96486 0.10781 0.17441
S: -4.07012 -1.24459 0.52863
H: -0.05967 -1.20736 1.42223
H: 1.08102 0.33704 0.09563
H: 0.33426 1.14516 -1.16554

Atomic partial charges in e from the natural (NBO) method, atoms 1 to 6: atom 1 (C): 0.67, atom 2 (N): -0.51, atom 3 (O): -0.60, atom 4 (O): -0.86, atom 5 (O): -0.86, atom 6 (O): -0.35

***

two:
Formula: CH3NO4S
Source: the Open Molecules 2025 dataset
Level of theory: ωB97M-V/def2-TZVPD

Calculated values
lowest unoccupied orbital energy: -1.0 eV
SMILES string: CS(=O)(=O)ON=O
frontier orbital gap: 10.11 eV
HOMO level: -11.120 eV

Cartesian coordinates (Å):
C: -0.15293 -0.33714 1.36160
S: 0.82442 0.58926 -0.05323
O: 0.77081 2.04215 -0.04553
O: 1.99420 -0.19712 -0.07996
O: 0.09289 0.31614 -1.63444
N: -0.96967 -0.43595 -2.48734
O: -1.85994 -0.67992 -1.76867
H: 0.44837 0.14652 2.04601
H: -1.21709 -0.09825 1.41861
H: 0.06893 -1.34569 1.24296

Atomic partial charges in e from the natural (NBO) method, atoms 1 to 6: atom 1 (C): -0.73, atom 2 (S): 2.24, atom 3 (O): -0.86, atom 4 (O): -0.89, atom 5 (O): -0.76, atom 6 (N): 0.50

***

Most stable structure, least stable structure: one, two.

***

one:
Formula: H4NOPS2
Source: the Open Molecules 2025 dataset
Level of theory: ωB97M-V/def2-TZVPD

Calculated values
lowest unoccupied orbital energy: -1.0 eV
frontier orbital gap: 8.21 eV
HOMO level: -9.178 eV

Cartesian coordinates (Å):
N: -1.69906 0.19799 -0.00861
O: 0.75345 0.53024 -1.37135
P: 0.74280 0.14097 0.16916
S: 2.07887 1.12688 1.12865
S: 0.67524 -1.91516 0.33384
H: -2.28067 0.44080 0.83190
H: -1.75584 1.07633 -0.56320
H: -0.09358 0.26087 -1.72129
H: 1.57880 -1.85890 1.20091

Atomic partial charges in e from the natural (NBO) method, atoms 1 to 6: atom 1 (N): -1.08, atom 2 (O): -0.97, atom 3 (P): 1.32, atom 4 (S): -0.42, atom 5 (S): -0.19, atom 6 (H): 0.36

***

two:
Formula: H4NOPS2
Source: the Open Molecules 2025 dataset
Level of theory: ωB97M-V/def2-TZVPD

Calculated values
lowest unoccupied orbital energy: -0.6 eV
frontier orbital gap: 9.02 eV
HOMO level: -9.633 eV

Cartesian coordinates (Å):
N: -1.73850 1.44366 0.03525
O: -0.57879 0.73077 -2.03116
P: -0.97577 0.20478 -0.54603
S: -0.81865 -1.70800 -0.22666
S: 2.86333 -0.78075 1.09422
H: -2.21038 1.42429 0.89890
H: -1.00328 1.64315 -1.99211
H: 1.67082 -0.93230 1.70104
H: 2.79123 -2.02559 1.06654

Atomic partial charges in e from the natural (NBO) method, atoms 1 to 6: atom 1 (N): -1.21, atom 2 (O): -0.94, atom 3 (P): 1.68, atom 4 (S): -0.45, atom 5 (S): -0.27, atom 6 (H): 0.40

***

Most stable structure, least stable structure: two, one.